# C9H20NO2S

The ion C9H20NO2S with charge -1 in a non-equilibrium geometry (wB97M-V/def2-TZVPD, OMol25).

Geometry as XYZ:
```
33
C9H20NO2S, DFT wB97M-V/def2-TZVPD
C -2.49 0.26 0.17
C 0.72 2.61 0.57
C -0.25 -2.23 -0.69
C -0.30 -1.66 1.71
C 1.83 -1.64 0.43
C -1.33 0.50 -0.71
C 0.36 1.19 1.04
C 0.32 -1.34 0.37
C 0.09 0.25 -0.11
N 0.98 0.31 -1.24
O 1.73 1.31 -3.48
O -0.06 2.62 -2.36
S 0.38 1.27 -2.83
H -3.35 0.90 -0.13
H -2.79 -0.75 0.43
H -2.21 0.91 1.09
H 0.04 2.98 -0.18
H 1.74 2.73 0.22
H 0.48 3.16 1.50
H 0.15 -2.31 -1.63
H -0.01 -3.22 -0.39
H -1.37 -2.10 -0.56
H -1.36 -2.11 1.71
H -0.46 -0.66 2.23
H 0.43 -2.29 2.24
H 2.41 -0.96 1.16
H 2.10 -2.62 0.65
H 2.29 -1.53 -0.60
H -1.45 1.61 -1.12
H -1.40 -0.02 -1.74
H 1.27 0.77 1.56
H -0.42 1.40 1.81
H 1.93 0.66 -1.11
```

Values from the calculation:
Energy in a.u.: -958.3073
Gap between HOMO and LUMO in eV: 7.016
E_HOMO in eV: -3.79
Total charge: -1
LUMO in eV: 3.23
Relative energy (zero: lowest compared OMol25 entry of this formula, charge and spin) in kcal/mol: 0.00
Multiplicity: 1

=====

# C9H20NOS

A cluster of 2 separate species, C9H20NOS in total in a non-equilibrium geometry (wB97M-V/def2-TZVPD, OMol25).

Geometry as XYZ:
```
32
C9H20NOS, DFT wB97M-V/def2-TZVPD
C 1.06 3.68 -1.20
C 1.01 1.11 -0.71
C -1.82 -2.33 1.36
C -1.18 -3.17 2.47
C 0.56 -2.40 1.04
C -0.63 -1.40 1.10
C 1.22 1.02 -3.75
C -0.24 2.72 0.90
C -0.69 -0.57 -0.17
N 0.27 -2.98 2.35
O 0.61 0.02 -0.37
S -0.26 2.49 -0.88
H 1.78 3.41 -0.46
H 0.60 4.64 -1.08
H -2.25 -2.98 0.48
H -2.72 -1.76 1.75
H -1.38 -2.74 3.50
H -1.42 -4.19 2.35
H 0.52 -3.07 0.20
H 1.58 -2.00 0.93
H -0.48 -0.71 2.02
H 1.17 0.06 -3.20
H 0.78 1.04 -4.76
H 0.49 1.62 -3.28
H -1.12 3.36 1.22
H -0.40 1.70 1.34
H 0.66 3.23 1.32
H -1.37 0.18 0.00
H -0.81 -0.98 -1.10
H 1.42 3.38 -2.29
H 0.84 -3.82 2.48
H 2.21 1.45 -3.59
```

Values from the calculation:
Energy in a.u.: -882.5817
Gap between HOMO and LUMO (alpha / beta) in eV: 8.069 / 5.368
E_HOMO (alpha / beta) in eV: -11.11 / -11.46
Total charge: +1
LUMO (alpha / beta) in eV: -3.04 / -6.09
Multiplicity: 3

=====

# C9H20NS

The ion C9H20NS with charge +1 in a non-equilibrium geometry (wB97M-V/def2-TZVPD, OMol25).

Geometry as XYZ:
```
31
C9H20NS, DFT wB97M-V/def2-TZVPD
C -0.22 0.35 2.37
C -0.19 0.87 1.15
C -1.06 2.05 0.79
C 1.84 -0.31 0.42
C -1.95 -0.87 -0.90
C -0.72 -2.30 0.78
C 1.39 1.93 -1.39
C 0.43 0.04 -0.01
C -0.56 -1.24 -0.35
N 0.47 0.77 -1.28
S 0.38 -2.04 -1.84
H 0.36 -0.49 2.73
H -0.66 0.83 3.17
H -1.91 1.57 0.15
H -0.44 2.76 0.28
H -1.54 2.34 1.79
H 2.45 -0.86 -0.41
H 2.02 -0.84 1.33
H 2.34 0.69 0.60
H -2.00 0.02 -1.59
H -2.30 -1.68 -1.48
H -2.81 -0.70 -0.04
H 0.23 -2.83 0.66
H -0.71 -2.01 1.85
H -1.48 -2.98 0.35
H 1.11 2.54 -2.35
H 1.45 2.42 -0.47
H 2.39 1.62 -1.61
H -0.50 0.94 -1.52
H 0.79 0.07 -1.93
H 1.40 -2.64 -1.25
```

Values from the calculation:
Energy in a.u.: -807.5318
Gap between HOMO and LUMO in eV: 10.370
E_HOMO in eV: -13.07
SMILES: C=C(C)[C@](C)([NH2+]C)C(C)(C)S
Total charge: +1
LUMO in eV: -2.70
Relative energy (zero: lowest compared OMol25 entry of this formula, charge and spin) in kcal/mol: 0.00
Multiplicity: 1

=====

# C9H20SSi

The molecule C9H20SSi in a non-equilibrium geometry (wB97M-V/def2-TZVPD, OMol25).

Geometry as XYZ:
```
31
C9H20SSi, DFT wB97M-V/def2-TZVPD
C 3.75 -0.69 1.10
C 3.88 0.04 -0.02
C -1.70 2.54 -0.50
C -2.38 1.22 1.68
C -1.37 -0.95 -2.12
C -1.21 -2.57 -0.24
C 2.88 0.03 -1.20
C -1.74 1.12 0.26
C -0.50 -1.42 -0.92
Si -0.10 0.16 0.12
S 1.58 1.40 -1.20
H 4.56 -0.57 1.87
H 2.87 -1.30 1.32
H 4.71 0.76 -0.23
H -1.56 3.38 0.24
H -0.80 2.57 -1.20
H -2.64 2.71 -0.99
H -1.99 1.93 2.46
H -2.45 0.15 1.89
H -3.49 1.47 1.57
H -2.37 -0.63 -1.70
H -0.76 -0.12 -2.52
H -1.30 -1.76 -2.95
H -2.07 -2.17 0.13
H -0.68 -2.94 0.66
H -1.24 -3.54 -0.77
H 2.22 -0.83 -1.20
H 3.33 0.07 -2.13
H -2.39 0.38 -0.33
H 0.46 -1.84 -1.21
H 0.80 -0.08 1.36
```

Values from the calculation:
Energy in a.u.: -1042.5117
Gap between HOMO and LUMO in eV: 9.283
E_HOMO in eV: -8.49
SMILES: C=CCS[SiH](C(C)C)C(C)C
LUMO in eV: 0.79
Relative energy (zero: lowest compared OMol25 entry of this formula, charge and spin) in kcal/mol: 26.84
Multiplicity: 1

=====

# C9H21AgFN3O3

A structure of composition C9H21AgFN3O3 in a non-equilibrium geometry (wB97M-V/def2-TZVPD, OMol25).

Geometry as XYZ:
```
38
C9H21AgFN3O3, DFT wB97M-V/def2-TZVPD
Ag -1.03 0.52 -2.14
F -0.02 0.15 -4.26
C -1.14 3.56 -0.31
O -1.42 2.62 -1.07
N 0.13 3.92 0.08
C 0.47 5.19 0.74
C 1.30 3.21 -0.27
H -1.86 4.32 0.02
H 0.59 4.96 1.80
H -0.37 5.88 0.68
H 1.37 5.67 0.38
H 1.14 2.15 -0.09
H 1.53 3.36 -1.33
H 2.23 3.37 0.28
C 1.59 -1.47 -1.67
O 0.85 -0.63 -1.10
N 2.51 -2.18 -1.00
C 3.21 -3.26 -1.60
C 2.63 -2.02 0.45
H 1.48 -1.71 -2.74
H 2.69 -4.16 -1.24
H 4.21 -3.17 -1.18
H 3.39 -3.29 -2.67
H 3.54 -1.53 0.79
H 1.88 -1.34 0.87
H 2.47 -3.01 0.90
C -3.32 -1.33 -0.08
O -2.66 -0.90 -1.00
N -2.83 -1.75 1.12
C -3.69 -2.17 2.19
C -1.40 -1.63 1.38
H -4.41 -1.47 -0.06
H -4.69 -2.52 1.96
H -3.90 -1.34 2.86
H -3.33 -3.03 2.77
H -1.05 -2.64 1.60
H -0.71 -1.24 0.64
H -1.34 -1.08 2.32
```

Values from the calculation:
Energy in a.u.: -992.2560
Gap between HOMO and LUMO (alpha / beta) in eV: 2.063 / 8.330
E_HOMO (alpha / beta) in eV: 0.79 / -5.37
Total charge: -1
LUMO (alpha / beta) in eV: 2.85 / 2.96
Multiplicity: 2

=====

# C9H21BClF4O2P2Ti

A structure of composition C9H21BClF4O2P2Ti in a non-equilibrium geometry (wB97M-V/def2-TZVPD, OMol25).

Geometry as XYZ:
```
41
C9H21BClF4O2P2Ti, DFT wB97M-V/def2-TZVPD
C -2.08 -0.27 -2.57
C -2.21 0.03 -1.11
H -3.05 -0.07 -3.06
H -1.81 -1.33 -2.74
H -1.32 0.36 -3.04
O -2.88 0.94 -0.63
Cl 2.68 0.06 -0.04
Ti 0.44 0.06 0.22
P 0.71 -2.49 0.59
C -0.07 -2.98 2.16
C 0.15 -3.75 -0.60
H 0.45 -4.74 -0.25
H 2.42 -4.04 1.30
H 0.62 -3.54 -1.56
H 2.96 -3.05 -0.09
H -1.13 -3.18 1.99
H -0.94 -3.70 -0.70
C 2.43 -3.03 0.86
H 0.44 -3.89 2.53
H 2.94 -2.34 1.54
H 0.03 -2.18 2.90
P 0.32 2.43 -0.69
C -0.91 3.46 0.14
C 1.85 3.34 -0.32
H 0.71 2.12 -3.04
H 0.17 3.79 -2.68
H -1.02 2.45 -2.70
C 0.01 2.73 -2.45
H 2.72 2.82 -0.75
H 1.79 4.35 -0.74
H -0.88 4.47 -0.29
H -0.70 3.49 1.22
H 1.98 3.40 0.76
H -1.91 3.02 -0.01
C -1.59 -1.03 -0.19
O -2.28 -1.91 0.28
F 1.07 0.56 2.20
B -0.24 0.87 2.84
F -0.46 0.01 3.88
F -0.30 2.21 3.12
F -1.12 0.55 1.71
```

Values from the calculation:
Energy in a.u.: -2922.2879
Gap between HOMO and LUMO (alpha / beta) in eV: 6.852 / 6.571
E_HOMO (alpha / beta) in eV: -16.98 / -17.35
Total charge: +2
LUMO (alpha / beta) in eV: -10.12 / -10.78
Relative energy (zero: lowest compared OMol25 entry of this formula, charge and spin) in kcal/mol: 11.79
Multiplicity: 2

=====

# C9H21N

A cluster of 3 separate species, C9H21N in total in a non-equilibrium geometry (wB97M-V/def2-TZVPD, OMol25).

Geometry as XYZ:
```
31
C9H21N, DFT wB97M-V/def2-TZVPD
C 1.31 2.00 -0.23
C 0.17 1.20 -1.80
C 0.46 2.01 0.95
N 2.56 1.39 -0.10
H 1.36 2.91 -0.81
H 2.55 0.52 0.42
H 3.10 1.33 -0.94
H -0.06 0.96 0.98
H 1.01 1.39 -2.48
H -0.34 0.41 -2.33
H -0.51 2.05 -1.84
H -0.32 2.77 0.89
H 0.99 2.05 1.90
C -1.76 -1.19 -1.27
C 0.69 -1.78 -0.96
C -2.00 -0.42 1.49
C 0.38 -1.19 1.92
C -0.50 -1.00 -0.44
C -0.64 -0.71 0.90
H -2.63 -1.32 1.53
H 0.31 -0.62 2.84
H -2.33 -2.05 -0.89
H -2.41 -0.32 -1.23
H -1.52 -1.38 -2.31
H 0.55 -2.85 -0.77
H 0.80 -1.64 -2.03
H 1.62 -1.48 -0.48
H -2.54 0.33 0.90
H -1.91 -0.03 2.50
H 0.21 -2.25 2.16
H 1.40 -1.10 1.56
```

Values from the calculation:
Energy in a.u.: -410.1240
Gap between HOMO and LUMO in eV: 8.490
E_HOMO in eV: -7.58
LUMO in eV: 0.91
Relative energy (zero: lowest compared OMol25 entry of this formula, charge and spin) in kcal/mol: 89.19
Multiplicity: 1

=====

# C9H21N3O12

A cluster of 5 separate species, C9H21N3O12 in total in a non-equilibrium geometry (wB97M-V/def2-TZVPD, OMol25).

Geometry as XYZ:
```
45
C9H21N3O12, DFT wB97M-V/def2-TZVPD
C 10.73 23.67 9.10
O 11.50 24.64 9.73
C 12.86 24.45 10.05
O 13.51 23.39 10.04
O 13.29 25.59 10.57
C 14.45 25.63 11.39
H 10.39 24.01 8.12
H 9.91 23.31 9.74
H 11.30 22.78 8.84
H 15.14 24.80 11.24
H 14.15 25.50 12.43
H 14.94 26.58 11.18
C 7.19 23.82 7.42
O 6.88 24.32 6.14
C 7.86 24.93 5.54
O 8.99 25.09 5.98
O 7.38 25.53 4.40
C 8.22 26.31 3.45
H 7.33 24.61 8.16
H 7.95 23.05 7.38
H 6.33 23.29 7.84
H 8.10 25.87 2.46
H 9.25 26.13 3.75
H 7.88 27.34 3.44
C 9.49 25.01 12.48
N 8.45 23.99 12.10
O 8.42 22.92 12.70
O 7.84 24.26 11.04
H 10.22 24.55 13.15
H 9.00 25.93 12.80
H 10.10 25.20 11.60
C 8.36 27.61 8.60
N 8.66 27.49 10.08
O 9.78 27.18 10.39
O 7.83 27.59 10.91
H 7.30 27.63 8.35
H 8.88 26.78 8.12
H 8.79 28.55 8.27
C 12.87 24.39 14.86
N 12.25 23.11 15.36
O 12.19 22.79 16.54
O 11.69 22.41 14.53
H 12.81 24.52 13.78
H 13.91 24.38 15.16
H 12.51 25.35 15.24
```

Values from the calculation:
Energy in a.u.: -1422.3342
Gap between HOMO and LUMO in eV: 11.014
E_HOMO in eV: -10.95
SMILES: C[N+](=O)[O-].C[N+](=O)[O-].C[N+](=O)[O-].COC(=O)OC.COC(=O)OC
LUMO in eV: 0.06
Relative energy (zero: lowest compared OMol25 entry of this formula, charge and spin) in kcal/mol: 0.00
Multiplicity: 1

=====

# C9H21N3O3

A cluster of 3 separate species, C9H21N3O3 in total in a non-equilibrium geometry (wB97M-V/def2-TZVPD, OMol25).

Geometry as XYZ:
```
36
C9H21N3O3, DFT wB97M-V/def2-TZVPD
C -16.04 44.68 13.23
O -16.59 44.29 14.24
N -16.21 44.16 12.00
C -15.41 44.57 10.88
C -17.11 43.05 11.80
H -15.29 45.49 13.26
H -14.84 45.46 11.14
H -16.02 44.80 10.00
H -14.72 43.78 10.58
H -16.51 42.14 11.73
H -17.83 43.00 12.61
H -17.65 43.23 10.87
C -19.71 39.78 3.46
O -18.64 39.78 2.91
N -20.54 40.85 3.57
C -20.11 42.15 3.14
C -21.74 40.79 4.37
H -20.15 38.88 3.94
H -19.04 42.15 2.96
H -20.29 42.92 3.90
H -20.61 42.47 2.23
H -22.62 41.12 3.81
H -21.93 39.76 4.70
H -21.67 41.40 5.27
C -21.66 41.52 8.29
O -22.63 41.01 7.77
N -20.84 40.91 9.19
C -20.87 39.45 9.24
C -19.70 41.61 9.74
H -21.35 42.56 8.08
H -21.90 39.12 9.33
H -20.40 39.11 10.16
H -20.45 39.05 8.32
H -19.90 42.68 9.66
H -19.61 41.43 10.81
H -18.79 41.36 9.20
```

Values from the calculation:
Energy in a.u.: -745.5026
Gap between HOMO and LUMO in eV: 9.609
E_HOMO in eV: -9.30
SMILES: CN(C)C=O.CN(C)C=O.CN(C)C=O
LUMO in eV: 0.31
Relative energy (zero: lowest compared OMol25 entry of this formula, charge and spin) in kcal/mol: 31.77
Multiplicity: 1

=====

# C9H21N4

The ion C9H21N4 with charge +1 in a non-equilibrium geometry (wB97M-V/def2-TZVPD, OMol25).

Geometry as XYZ:
```
34
C9H21N4, DFT wB97M-V/def2-TZVPD
C 2.80 -0.63 1.06
C 2.67 0.25 -0.22
C 1.46 -0.90 1.87
C 1.42 0.14 -1.01
C 0.41 -1.25 0.87
C 0.13 -0.15 -0.16
C -1.10 -0.48 -0.96
C -0.09 1.25 0.67
C -1.40 0.44 -2.11
N -0.76 -1.93 1.41
N -2.46 1.75 0.68
N -1.37 1.40 1.25
N -2.67 1.05 -1.87
H 3.08 -1.68 0.88
H 3.52 -0.39 1.84
H 2.66 1.29 0.06
H 3.68 -0.01 -0.82
H 1.71 -1.89 2.51
H 1.10 -0.15 2.45
H 1.39 0.96 -1.68
H 1.59 -0.69 -1.61
H 0.66 -2.13 0.28
H -0.60 -2.42 2.26
H -2.02 -0.42 -0.42
H -1.00 -1.64 -1.21
H 0.14 2.00 -0.18
H 0.62 1.36 1.44
H -0.55 1.09 -2.27
H -1.42 -0.16 -3.19
H -1.47 -1.28 1.73
H -3.32 1.77 1.27
H -2.43 1.72 -0.40
H -3.32 0.30 -1.65
H -3.08 1.42 -2.73
```

Values from the calculation:
Energy in a.u.: -574.1624
Gap between HOMO and LUMO in eV: 7.234
E_HOMO in eV: -12.48
SMILES: NCC[C@]1(CN=[NH2+])CCCC[C@H]1N
Total charge: +1
LUMO in eV: -5.25
Relative energy (zero: lowest compared OMol25 entry of this formula, charge and spin) in kcal/mol: 85.35
Multiplicity: 1

=====

# C9H21O10V

A structure of composition C9H21O10V in a non-equilibrium geometry (wB97M-V/def2-TZVPD, OMol25).

Geometry as XYZ:
```
41
C9H21O10V, DFT wB97M-V/def2-TZVPD
V 0.89 -0.36 -0.23
O 1.00 0.50 1.55
H 1.09 1.27 2.10
O 2.77 -0.52 -0.52
H 3.72 -0.54 -0.55
O 0.24 -1.32 -1.77
H 0.18 -1.73 -2.63
C 3.06 -2.87 1.51
O 2.02 -3.00 2.47
C 0.83 -2.56 2.11
O 0.52 -2.10 1.04
O -0.02 -2.73 3.11
C -1.30 -2.17 2.90
H 3.60 -1.93 1.64
H 2.71 -2.92 0.49
H 3.76 -3.69 1.68
H -1.66 -2.36 1.89
H -1.28 -1.09 3.07
H -1.99 -2.61 3.61
C -2.00 1.92 1.78
O -2.98 1.24 0.99
C -2.48 0.42 0.11
O -1.32 0.15 -0.05
O -3.47 -0.08 -0.61
C -3.10 -1.15 -1.45
H -2.51 2.29 2.66
H -1.61 2.78 1.22
H -1.17 1.26 2.01
H -3.83 -1.21 -2.26
H -3.13 -2.09 -0.90
H -2.10 -1.02 -1.87
C 2.16 3.25 -2.31
C 0.98 2.35 -2.12
O 0.96 1.60 -1.18
C -0.24 2.57 -2.97
H 1.87 4.25 -1.96
H 2.46 3.43 -3.34
H 2.99 2.88 -1.71
H -0.78 1.64 -3.13
H 0.04 2.98 -3.94
H -0.88 3.28 -2.44
```

Values from the calculation:
Energy in a.u.: -2051.9846
Gap between HOMO and LUMO (alpha / beta) in eV: 8.171 / 9.011
E_HOMO (alpha / beta) in eV: -7.66 / -8.51
LUMO (alpha / beta) in eV: 0.51 / 0.50
Relative energy (zero: lowest compared OMol25 entry of this formula, charge and spin) in kcal/mol: 14.08
Multiplicity: 3

=====

# C9H22B2O3S2

A cluster of 2 separate species, C9H22B2O3S2 in total (wB97M-V/def2-TZVPD, OMol25).

Geometry as XYZ:
```
38
C9H22B2O3S2, DFT wB97M-V/def2-TZVPD
C 0.21 0.31 -2.00
C -1.22 0.58 -1.58
O -1.81 -0.46 -0.79
B -1.73 -1.75 -1.24
O -2.25 -2.09 -2.48
B -1.02 -2.89 -0.20
S 0.75 -3.38 -0.40
C -1.89 -3.50 0.96
S -1.23 -4.89 1.92
C 0.07 -4.09 2.88
C 1.19 -5.10 3.14
H 0.81 0.01 -1.15
H 0.62 1.26 -2.35
H 0.30 -0.40 -2.82
H -1.21 1.47 -0.97
H -1.83 0.81 -2.45
H -1.58 -2.35 -3.10
H 0.74 -3.58 -1.72
H -2.80 -3.87 0.48
H -2.23 -2.70 1.62
H -0.32 -3.75 3.84
H 0.48 -3.24 2.34
H 1.33 -5.72 2.25
H 2.12 -4.60 3.40
H 0.92 -5.78 3.95
C 1.94 4.78 -0.13
C 0.67 5.64 -0.16
C -0.30 4.71 -0.87
O 0.08 3.38 -0.52
C 1.36 3.39 0.11
H 2.65 5.08 0.65
H 2.45 4.83 -1.09
H 0.33 5.84 0.86
H 0.80 6.59 -0.67
H -0.24 4.82 -1.96
H -1.34 4.87 -0.58
H 1.23 3.19 1.17
H 1.98 2.60 -0.32
```

Values from the calculation:
Energy in a.u.: -1427.9695
Gap between HOMO and LUMO in eV: 8.516
E_HOMO in eV: -8.11
SMILES: CCOB(O)B(S)CSCC.C1CCOC1
LUMO in eV: 0.41
Multiplicity: 1